[1]
The following is a DFT calculation (the ωB97M-V functional and the def2-TZVPD basis) of a structure of composition C31H27BiBr2F11N2O4P2S2Se at a distorted geometry.

- Total energy: -325169.1221 eV
- Orbital gap (spin up / spin down): 2.19 / 5.12 eV
- M: 1274.38 g mol⁻¹
- 2S+1: 2
- ⟨S²⟩: 0.751
- Total charge: -2

Last column: Mulliken spin population.
Atoms and positions in Å:
Bi1 4.100 -0.442 1.068  0.006
C1 -0.794 1.730 -0.046  -0.002
C2 -0.913 0.349 -0.613  -0.084
N1 0.220 -0.273 -0.730  0.014
N2 0.373 -1.471 -1.175  -0.040
C3 1.245 -2.375 -0.627  0.046
S1 2.250 -2.574 0.793  -0.013
S2 1.162 -3.859 -1.426  -0.011
C4 -0.176 -3.586 -2.596  0.009
C5 0.226 -2.742 -3.829  -0.016
C6 1.564 -2.555 -4.120  0.003
C7 1.938 -1.839 -5.245  -0.001
C8 1.024 -1.279 -6.094  0.000
C9 -0.321 -1.420 -5.734  0.000
C10 -0.744 -2.263 -4.714  0.000
C11 -2.263 -0.129 -0.995  1.054
C12 -2.710 -0.025 -2.368  -0.106
C13 -4.019 -0.249 -2.711  0.115
C14 -4.970 -0.423 -1.655  -0.354
C15 -4.570 -0.534 -0.320  0.545
C16 -3.241 -0.357 -0.036  -1.682
O1 -2.725 -0.203 1.331  1.629
H1 0.307 1.905 0.148  -0.001
H2 -1.164 2.440 -0.779  0.004
H3 -1.460 1.853 0.850  -0.017
H4 -0.367 -4.590 -2.966  0.009
H5 -1.078 -3.152 -2.120  0.000
H6 2.320 -2.899 -3.466  0.000
H7 3.002 -1.743 -5.395  0.000
H8 1.250 -0.936 -7.095  0.000
H9 -1.029 -0.897 -6.361  0.000
H10 -1.797 -2.508 -4.626  0.006
H11 -2.001 0.076 -3.210  -0.028
H12 -4.318 -0.283 -3.730  0.002
H13 -5.938 -0.548 -2.013  -0.072
H14 -5.359 -0.697 0.441  0.361
F1 6.187 -1.713 0.063  0.000
P1 6.979 -0.336 -0.581  0.000
F2 5.654 -0.200 -1.568  0.000
F3 7.839 -1.214 -1.570  0.000
F4 7.578 1.064 -1.088  0.000
F5 5.996 0.686 0.506  0.000
F6 7.972 -0.380 0.688  0.000
F7 -3.539 7.767 -4.140  0.000
C17 -3.053 7.471 -2.950  -0.001
C18 -1.672 7.580 -2.761  0.000
F8 -0.844 7.954 -3.805  0.000
C19 -1.163 7.112 -1.546  0.004
F9 0.186 7.191 -1.425  0.000
C20 -2.001 6.520 -0.590  -0.003
Se1 -1.063 6.376 1.141  0.002
C21 -3.410 6.296 -0.877  0.002
F10 -4.154 5.490 -0.115  0.003
C22 -3.907 7.034 -1.946  0.000
F11 -5.132 7.596 -2.062  0.000
Br1 6.438 -3.954 6.510  0.001
C23 5.870 -2.926 5.036  0.001
C24 4.485 -2.869 4.789  0.006
C25 4.075 -2.083 3.706  0.003
C26 4.956 -1.542 2.807  0.003
C27 6.280 -1.604 3.091  -0.002
C28 6.770 -2.284 4.184  0.001
H15 3.798 -3.552 5.245  0.002
H16 3.022 -1.988 3.461  -0.010
H17 6.976 -1.025 2.476  0.000
H18 7.842 -2.382 4.358  0.000
C29 -1.165 -0.919 4.820  0.456
O2 -1.492 -0.610 3.411  0.106
P2 -2.928 -0.666 2.796  -1.794
O3 -3.788 0.290 3.633  -0.923
C30 -5.172 0.803 3.741  2.177
O4 -3.482 -2.078 2.941  -0.949
C31 -3.096 -3.454 2.684  1.188
H19 -1.794 -0.453 5.540  0.046
H20 -0.165 -0.573 4.937  -0.008
H21 -1.172 -1.994 5.032  -0.024
H22 -5.061 1.888 3.960  -0.092
H23 -5.683 0.296 4.555  -0.344
H24 -5.797 0.610 2.869  0.036
H25 -2.406 -3.565 1.894  0.248
H26 -3.992 -3.916 2.346  -0.288
H27 -2.702 -3.822 3.610  -0.242
Br2 1.907 0.576 2.356  0.017



[2]
The following is a DFT calculation (the ωB97M-V functional and the def2-TZVPD basis) of a structure of composition C31H27Cl2N2O5W.

- Total energy: -72668.9367 eV
- Orbital gap (spin up / spin down): 6.45 / 6.45 eV
- M: 762.31 g mol⁻¹
- 2S+1: 1
- Total charge: +1

Last column: natural (NBO) charge in e.
Atoms and positions in Å:
W1 -0.062 0.268 -0.229  2.011
C1 4.054 1.307 1.656  -0.645
C2 2.606 1.689 1.595  0.041
C3 1.771 1.447 2.679  -0.144
C4 0.404 1.669 2.604  0.065
C5 -0.514 1.224 3.700  -0.646
C6 -0.113 2.288 1.455  -0.333
C7 0.726 2.689 0.401  -0.035
C8 0.270 3.661 -0.650  -0.644
C9 2.064 2.271 0.446  -0.166
H1 4.572 1.895 2.416  0.241
H2 4.552 1.467 0.702  0.228
H3 4.156 0.255 1.928  0.240
H4 2.188 1.012 3.580  0.216
H5 0.016 1.137 4.647  0.235
H6 -0.920 0.237 3.456  0.241
H7 -1.351 1.910 3.828  0.228
H8 -1.152 2.600 1.447  0.241
H9 0.736 3.456 -1.612  0.253
H10 0.562 4.663 -0.328  0.240
H11 -0.810 3.648 -0.775  0.228
H12 2.710 2.501 -0.393  0.233
C10 1.015 3.184 -5.336  -0.255
O1 0.823 2.433 -4.144  -0.487
C11 0.093 1.298 -4.240  0.263
C12 -0.549 0.842 -5.385  -0.272
C13 -1.318 -0.313 -5.341  -0.194
C14 -1.449 -1.041 -4.173  -0.206
C15 -0.785 -0.620 -3.027  -0.136
C16 -0.846 -1.258 -1.681  -0.087
N1 0.338 -1.470 -1.063  -0.315
N2 0.735 -2.531 -0.299  -0.311
C17 1.289 -2.035 0.757  0.541
O2 1.200 -0.719 0.951  -0.712
C18 1.982 -2.862 1.751  -0.155
C19 2.294 -4.189 1.460  -0.152
C20 2.929 -4.969 2.410  -0.206
C21 3.257 -4.431 3.649  -0.179
C22 2.949 -3.110 3.940  -0.230
C23 2.312 -2.325 2.991  -0.126
C24 -0.039 0.551 -3.069  0.313
O3 0.449 1.017 -1.886  -0.689
H13 1.650 4.021 -5.064  0.208
H14 0.065 3.559 -5.723  0.182
H15 1.513 2.583 -6.100  0.187
H16 -0.477 1.395 -6.309  0.231
H17 -1.824 -0.640 -6.239  0.228
H18 -2.045 -1.945 -4.150  0.224
H19 -1.696 -1.884 -1.412  0.219
H20 2.035 -4.592 0.490  0.236
H21 3.174 -5.998 2.185  0.226
H22 3.755 -5.045 4.387  0.224
H23 3.203 -2.694 4.906  0.221
H24 2.059 -1.296 3.208  0.204
Cl1 -7.149 -1.513 0.886  0.058
C25 -5.457 -1.181 0.883  -0.048
C26 -4.612 -1.939 1.695  -0.169
C27 -3.253 -1.698 1.715  -0.077
Cl2 -2.210 -2.626 2.719  0.073
C28 -2.704 -0.697 0.906  0.333
O4 -1.397 -0.473 0.945  -0.687
C29 -3.565 0.063 0.103  -0.200
C30 -3.041 1.141 -0.692  0.464
O5 -1.844 1.413 -0.827  -0.583
C31 -4.946 -0.179 0.095  -0.172
H25 -5.023 -2.723 2.318  0.260
H26 -3.760 1.782 -1.213  0.178
H27 -5.599 0.419 -0.528  0.244